11
Properties=species:S:1:pos:R:3:forces:R:3 method="wB97M-V/def2-TZVPD" relative_energy_ev=3.969 homo_ha=-0.337
C 0.0569 1.8047 -1.9496 -0.2 0.9 1.5
C -0.0855 1.2141 -0.8809 0.4 1.1 0.2
C -0.1413 0.0205 -0.1203 -0.5 -0.6 -1.1
C 0.8027 -0.7354 0.7979 0.0 -0.2 -0.4
C -0.6932 -0.8303 0.9846 -0.3 0.0 0.1
H 0.1793 2.8326 -2.1757 0.1 0.4 -0.9
H -0.5364 -0.2849 -1.1417 0.9 -2.3 1.2
H 1.3624 -1.5571 0.3661 -0.2 -0.1 0.1
H 1.3473 -0.2529 1.6229 -0.3 0.3 -0.8
H -1.1475 -1.7383 0.5916 -0.1 0.2 0.2
H -1.1447 -0.4731 1.9051 0.2 0.2 -0.2